Below is the molecule C22H27NO4, with properties calculated with ωB97M-V with the def2-TZVPD basis set.

```
54
Properties=species:S:1:pos:R:3:forces:R:3
H -6.783405 -1.649658 4.164582 -0.1250 -0.1722 0.0708
O 0.894308 -3.187987 -1.415268 -0.1240 0.0222 0.3747
H -1.189729 0.065733 -0.972874 0.0544 0.0126 -0.0870
H -4.837086 1.354949 6.070843 0.1432 -0.1356 -0.0521
H -3.470408 0.260424 5.794725 -0.0859 0.0776 -0.0597
H -3.719528 2.557570 2.045878 -0.0430 0.1156 -0.0062
H 2.306226 -1.187316 -2.555634 -0.0469 -0.2442 -0.0106
C 1.233393 2.417223 -0.787686 0.1302 0.2711 -0.0095
H 4.536387 1.381010 -0.687340 0.1931 -0.1006 -0.0390
H 1.124106 -3.268830 -3.468070 0.0525 -0.1033 0.1430
H 4.751853 -0.918626 -1.482012 0.0667 0.0076 -0.1252
C 4.408527 -1.017803 -2.518778 0.3105 -0.1045 -0.1222
O 4.035239 -3.818964 -2.604986 0.2642 -0.2963 -0.0207
C 3.079213 -3.074169 -2.566028 -0.6946 -0.0965 0.0958
H -3.057462 -1.147721 4.070509 -0.0272 -0.0291 0.0531
O 0.314483 -1.267614 -2.433240 -0.0734 -0.1828 0.0687
C 4.240487 0.368236 -3.143288 0.0913 -0.2172 0.2926
C 3.281221 1.227882 -2.351025 0.0458 -0.0287 -0.1883
H 2.167851 1.870146 -4.051744 0.0171 -0.0642 -0.0274
H 1.662559 -4.695778 -2.516881 0.0623 0.2116 0.0056
H -6.033637 -0.230661 3.284777 0.0692 0.1363 -0.1437
C 2.660211 2.431354 -0.249731 -0.1966 -0.0443 0.0397
C -6.101495 -0.817831 4.185548 -0.0664 -0.0274 -0.0332
C -2.544941 1.107883 0.993623 0.1373 -0.3119 0.0079
C 3.576033 1.628824 -1.121220 0.0193 0.1074 0.1105
H 1.329872 0.699822 -3.040129 0.0062 0.0102 -0.1278
C -2.909012 -0.499987 3.220997 -0.1125 0.0655 0.3237
H -0.421161 -2.498365 0.517557 -0.0443 -0.0379 0.1645
C -3.471791 0.775659 3.190801 0.2704 0.0376 -0.4403
N 3.154385 -1.737425 -2.547858 0.0429 0.6300 -0.0225
C -3.277685 1.573623 2.057877 -0.1952 -0.0130 0.3673
H 5.223033 0.843873 -3.177601 -0.0097 -0.0080 -0.0663
C -1.199925 -0.609144 -0.124145 0.5121 -0.5235 -0.4395
C 1.978747 1.580829 -3.014301 -0.1124 0.2732 0.0819
C 1.633023 -3.606150 -2.557089 0.2725 -0.1736 -0.5468
H 1.779362 3.653185 -2.455730 -0.0127 0.0721 -0.0304
C -1.967430 -0.168990 1.014228 -0.3574 0.1510 0.5125
H -5.467847 -1.125181 6.159419 -0.0712 -0.1374 0.0881
H 0.795207 1.431087 -0.620706 -0.0589 -0.0642 0.0344
C -5.387478 -0.533675 5.257333 0.1635 0.2662 0.0251
C -0.494664 -1.745479 -0.249635 -0.2912 0.3229 0.2096
H -1.748802 -1.948730 2.195558 0.0390 -0.1201 0.0235
H 5.146242 -1.612734 -3.064851 -0.0397 0.0917 0.0955
H 3.029171 3.461921 -0.197909 -0.0203 0.0124 0.0969
H 3.882116 0.255317 -4.167620 0.0536 0.0110 -0.0536
H -2.404170 1.736610 0.126740 0.0178 0.0683 -0.1041
H 0.241323 2.810110 -2.671088 0.0039 0.0693 -0.0396
C 0.253136 -2.012293 -1.472371 -0.0021 0.2605 -0.3930
H 0.624697 3.153411 -0.258447 -0.0411 -0.0466 0.0342
O -4.203403 1.334761 4.183034 -0.0992 0.0709 -0.1617
H 2.684779 2.032114 0.768050 0.0299 0.0662 0.0098
C 1.256747 2.709592 -2.283044 -0.1422 -0.2519 0.0137
C -4.423855 0.614327 5.375742 -0.0357 -0.1187 0.2836
C -2.169025 -0.956365 2.150510 0.0601 0.2127 -0.2765
```
Positions in Å, forces in eV/Å.

Computed properties:
M = 369.46 g mol⁻¹
calculated total energy = -32931.73234 eV
F_max = 0.9 eV Å⁻¹
HOMO-LUMO gap = 0.3050 Eh
energy above the lowest of the compared OMol25 structures with the same formula, charge and spin = 180.83 kJ/mol


Below is the molecule C22H28ClNO, with properties calculated with ωB97M-V with the def2-TZVPD basis set.

```
53
Properties=species:S:1:pos:R:3:forces:R:3
C 1.570892 -3.044889 0.963676 0.1925 0.0040 -0.1242
C 2.778410 -2.286045 0.411942 -0.2992 0.0228 0.2584
C -2.459026 -1.821277 -0.106328 -0.2022 -0.0467 -0.1143
H -2.613612 3.080802 2.226634 0.0073 0.0692 0.0709
H -1.052014 -3.773989 1.451766 0.0657 0.0151 0.0400
C 3.895031 -0.062333 0.261640 -0.0440 0.0569 0.1369
H -4.334667 -0.881809 0.373319 -0.0933 -0.0359 -0.0221
C 5.906563 1.333046 -1.072146 0.0912 0.0551 -0.0548
C -3.515321 -0.707968 -0.327984 0.2027 -0.1589 -0.0616
C -1.977773 2.675898 -1.070092 0.0438 0.0957 0.0374
C -1.944940 -1.792673 1.336646 0.0678 -0.3009 -0.1360
C -2.024127 3.272623 0.178893 -0.0762 -0.1817 -0.0141
H 4.393357 1.832717 -2.500640 -0.0202 0.0431 -0.0645
O -3.631255 -3.156529 -1.737909 -0.1002 -0.0285 -0.3502
H -4.059103 -3.999050 -1.916528 0.0337 0.0555 -0.0026
H 5.414689 -0.553517 1.684418 0.0094 -0.0531 0.1074
H 0.732644 -2.322218 -1.377071 -0.0284 -0.0765 -0.0313
H -1.564328 3.212340 -1.909849 0.0386 0.0716 -0.0577
C 5.189334 -0.031956 0.764571 -0.0213 0.0074 -0.0080
C -2.469954 1.393043 -1.226252 -0.0547 0.0388 0.1180
C 3.623571 0.614567 -0.920977 0.0081 -0.0117 0.0306
H 1.577632 -4.081120 0.578785 -0.0467 0.0313 0.0933
H -0.906554 -0.602600 -0.944509 0.0509 0.0034 -0.0584
H 7.190340 0.677850 0.509826 0.0722 0.0054 0.0314
C 4.620129 1.308287 -1.583452 0.0042 0.0410 -0.1034
H 2.999146 -0.876195 2.025387 -0.0524 0.0400 0.0659
C -3.168811 -3.154454 -0.403063 0.2372 0.0064 0.4997
H -0.382076 -3.613418 -0.900497 0.0713 0.0017 0.0043
N 0.324931 -2.365885 0.657716 -0.0602 -0.1410 0.0740
Cl -1.410725 4.878390 0.385677 0.0663 0.1690 0.0204
C -1.263248 -1.628076 -1.044545 0.0168 -0.2455 0.0393
C -0.749408 -2.715550 1.563141 -0.1485 0.1433 0.1505
C -3.004159 0.689258 -0.151766 -0.1227 0.0432 0.0026
H 2.619122 0.599963 -1.320534 -0.1285 0.0059 -0.0356
H -2.745298 -2.062510 2.029365 -0.0948 0.0494 0.0657
C 6.188643 0.661192 0.104752 0.1101 0.0042 0.0068
H -4.013396 -3.273100 0.292681 0.1048 0.0496 0.0076
C -0.101306 -2.559974 -0.714589 -0.0449 0.2293 -0.1558
H -1.583008 -1.793929 -2.073594 0.0081 0.0806 -0.0814
C -3.056053 1.319076 1.087016 0.0203 0.0462 -0.1216
H -3.899715 -0.831819 -1.341097 -0.1093 0.0334 0.0462
H -2.481090 -3.993788 -0.243719 -0.0640 0.0643 0.0376
H -0.394006 -2.581287 2.588769 -0.0189 -0.0782 -0.0459
H -3.493084 0.804929 1.930547 -0.0440 -0.0742 0.0855
H 2.742182 -2.257863 -0.678125 0.0721 -0.0331 -0.0511
H 3.689607 -2.816797 0.695347 0.0471 -0.0211 -0.0823
H -1.620663 -0.775586 1.559747 -0.0134 0.0037 0.0777
C -2.568934 2.602118 1.260831 0.0619 0.1085 -0.0084
H 6.685730 1.874971 -1.587969 0.0538 0.0448 -0.0348
H 1.843627 -0.397870 0.772655 0.0346 0.0384 0.0868
C 2.820011 -0.850960 0.948825 0.1051 -0.1764 -0.2545
H 1.664608 -3.094739 2.051966 -0.0182 -0.0519 -0.0085
H -2.445747 0.933495 -2.203146 0.0086 -0.0632 -0.1119
```
Positions in Å, forces in eV/Å.

Computed properties:
M = 357.92 g mol⁻¹
calculated total energy = -39329.07168 eV
F_max = 0.6 eV Å⁻¹
HOMO-LUMO gap = 0.3364 Eh
energy above the lowest of the compared OMol25 structures with the same formula, charge and spin = 0.00 kJ/mol


Below is the molecule C22H28FNO4S, with properties calculated with ωB97M-V with the def2-TZVPD basis set.

```
57
Properties=species:S:1:pos:R:3:forces:R:3
H 3.527674 -3.376233 6.958665 -0.0469 -0.0403 -0.0720
H -5.284741 4.615315 -5.513709 0.0029 0.1045 0.0292
H -3.196883 1.415778 -2.642775 -0.0454 -0.0792 0.0455
H 1.857140 -1.807037 5.918144 0.0250 0.0822 -0.0420
C 5.500150 -2.863589 7.644255 -0.1790 -0.0832 -0.1618
H -1.491832 3.108040 -3.253063 -0.0615 0.0819 -0.0306
O -1.650111 1.040411 -5.729949 -0.1447 0.2997 -0.1416
H 0.761923 2.991674 -2.227119 -0.0192 -0.0356 -0.0364
O 3.155748 -1.190266 4.432087 0.1458 -0.0479 -0.1445
H -1.086412 -0.392203 0.069308 0.2022 -0.0602 -0.0052
H 6.316368 -2.196081 7.377509 0.1238 0.0601 0.0135
H 1.343901 0.108654 -1.499728 -0.0842 0.1336 -0.1175
O -0.827595 -0.180985 -3.773956 0.0710 -0.0933 0.3443
C 2.892238 -1.217581 2.113200 0.0688 0.0038 0.1639
H 0.826974 -2.454800 -1.142421 0.1220 -0.0763 -0.0358
C 2.312826 -1.066321 3.374873 -0.1301 0.0128 -0.2391
H -0.317653 2.971248 -4.590850 -0.0467 -0.0361 -0.1080
H 2.201722 -0.054971 5.870350 -0.0174 -0.1275 -0.0676
C -4.365060 2.921023 -4.609366 -0.1725 -0.1732 -0.0788
C -4.175584 1.543941 -4.576237 -0.3499 0.3743 -0.1587
H 0.466339 -0.679236 4.415553 -0.0048 0.0066 0.1013
H -0.731874 -2.779041 -0.381214 -0.0019 -0.1216 0.0703
O -1.479575 1.453497 -1.269950 -0.3938 0.1429 0.1243
H -0.861591 -0.482538 2.387258 -0.1215 0.0354 -0.0025
H 1.130000 1.537112 -3.182601 0.0656 0.0590 0.0598
H 3.432120 -1.013636 7.727494 -0.0027 0.0630 0.0311
C -0.166448 -2.052270 -0.958015 -0.1737 0.2650 0.0111
C -5.814275 2.768630 -6.491094 0.0611 -0.0311 0.0480
C 2.638910 -1.055154 5.740592 -0.0310 0.1984 0.4557
C 0.762719 -0.844114 1.049733 -0.2662 0.0731 0.1310
C 0.950238 -0.803773 3.459718 0.2232 -0.0351 0.3865
N 0.451273 0.303917 -1.075707 0.2218 -0.1829 0.1636
C 2.127101 -1.109457 0.973247 -0.0960 0.0060 0.1530
S -1.547272 0.956339 -4.296123 -0.1093 -0.0337 -0.4609
H 4.587397 -0.557575 6.466591 0.0175 0.1029 0.0614
H 4.642459 -2.912836 5.670906 -0.0598 -0.0726 -0.0175
H 3.950166 -1.420915 2.057758 0.1319 -0.0236 -0.0077
C 4.327490 -2.682178 6.689499 0.1221 0.2318 0.1292
H 2.602324 -1.235342 0.011164 0.0927 -0.0393 -0.1223
C -0.332483 1.245448 -1.620259 0.7632 0.2908 0.0665
C -3.257278 0.911684 -3.603389 0.8155 0.3548 -0.1339
C -5.173161 3.542832 -5.540044 0.1126 0.0466 0.1332
H -4.687670 -0.276825 -5.558885 0.0354 -0.1314 -0.0056
H 5.198692 -2.643587 8.666349 0.0288 0.0157 0.1370
H 5.867455 -3.886265 7.607505 0.1043 -0.0739 0.0636
C -0.722786 2.490973 -3.705630 -0.3759 -0.5680 0.0480
H -6.444963 3.239732 -7.228990 -0.0558 0.0448 -0.0619
H -6.132091 0.790403 -7.238599 -0.0425 -0.0591 -0.0602
C -5.638500 1.395113 -6.493512 -0.0722 -0.1047 -0.0740
H -3.463038 -0.145485 -3.462831 0.0876 -0.0896 -0.0041
H -0.657533 -1.882987 -1.913969 -0.0509 -0.0677 -0.0556
C 0.335171 2.100893 -2.695322 -0.1753 -0.1726 0.1208
F -3.735105 3.691909 -3.689123 -0.0263 -0.0862 -0.0390
C -4.828400 0.792953 -5.548133 -0.0241 0.1725 0.0629
C 3.787866 -1.254224 6.723809 -0.2595 -0.3030 -0.4449
C -0.079123 -0.726959 -0.197227 -0.0927 -0.1649 0.0746
C 0.194655 -0.693051 2.304220 0.0887 -0.0483 -0.2998
```
Positions in Å, forces in eV/Å.

Computed properties:
M = 421.53 g mol⁻¹
calculated total energy = -46501.61809 eV
F_max = 0.9 eV Å⁻¹
HOMO-LUMO gap = 0.3374 Eh
energy above the lowest of the compared OMol25 structures with the same formula, charge and spin = 21.08 kJ/mol